Record 1
Formula: C41H42ClGe2N3OS2SiW
Source: OMol25
Level of theory: ωB97M-V/def2-TZVPD

Calculated values
HOMO-LUMO gap (alpha / beta) (eV): 5.59 / 4.82
Multiplicity: 4
Maximum force (eV/Å): 1.107
Total charge: +1
E_HOMO (alpha / beta) (eV): -9.45 / -10.80

Atoms and positions in Å:
W (0.71401, -0.88056, -0.54164)
C (-0.30951, -0.66623, 5.00123)
S (0.08685, -2.11358, 4.00301)
C (-0.12089, -1.50595, 2.41330)
S (0.13819, -2.59984, 1.08739)
N (-0.56653, -0.28637, 2.19071)
N (-0.49428, 0.07307, 0.92536)
C (-1.14391, 1.26318, 0.60515)
C (-0.84155, 1.80445, -0.62591)
C (-1.35622, 3.04450, -1.06620)
C (-0.96155, 3.55480, -2.27751)
C (-0.05020, 2.82821, -3.04180)
C (0.40669, 1.60284, -2.57717)
N (0.03415, 1.07152, -1.41378)
H (-0.18155, -0.98632, 6.03312)
H (-1.33584, -0.35278, 4.83283)
H (0.38314, 0.14116, 4.77530)
H (-1.80272, 1.71662, 1.33135)
H (-2.04313, 3.57533, -0.42177)
H (-1.33780, 4.50775, -2.62275)
H (0.30753, 3.19068, -3.99390)
H (1.11290, 1.03061, -3.15797)
C (-0.63463, -4.69320, -1.42694)
Ge (0.77006, -3.35539, -1.80284)
C (0.96658, -3.41958, -3.74905)
C (2.42068, -3.98267, -0.93502)
Ge (-1.57250, -1.51352, -1.59424)
C (-2.13295, -0.81464, -3.30936)
C (-1.17362, -0.47194, -4.26770)
C (-1.54842, 0.11513, -5.46486)
C (-2.88684, 0.39987, -5.70447)
C (-3.84692, 0.09792, -4.74885)
C (-3.47501, -0.50881, -3.55809)
C (-3.08512, -2.43216, -0.81741)
C (-3.39969, -2.27159, 0.53341)
C (-4.49036, -2.92608, 1.08535)
C (-5.25867, -3.77454, 0.30080)
C (-4.94417, -3.96138, -1.03885)
C (-3.86936, -3.28841, -1.59694)
H (-0.14751, -5.66371, -1.54834)
H (-1.44445, -4.63658, -2.15648)
H (-1.06197, -4.64590, -0.42751)
H (0.87368, -4.46766, -4.03924)
H (1.94410, -3.05083, -4.05059)
H (0.19861, -2.86051, -4.27738)
H (2.93384, -4.62986, -1.64909)
H (2.17194, -4.56064, -0.04570)
H (3.08956, -3.17067, -0.65823)
H (-0.12501, -0.67011, -4.07668)
H (-0.80007, 0.35570, -6.20906)
H (-3.18117, 0.86511, -6.63613)
H (-4.88743, 0.33130, -4.93259)
H (-4.23148, -0.73778, -2.81836)
H (-2.80026, -1.62383, 1.16063)
H (-4.73401, -2.78304, 2.12989)
H (-6.09956, -4.29822, 0.73606)
H (-5.53757, -4.63088, -1.64742)
H (-3.63186, -3.44247, -2.64290)
O (2.14872, -0.34689, 0.60230)
Si (3.65618, 0.18326, 1.05691)
C (4.52675, 0.99188, -0.37852)
C (4.28137, 2.33848, -0.65856)
C (4.83627, 2.94994, -1.77406)
C (5.65581, 2.22155, -2.62490)
C (5.91761, 0.88424, -2.35901)
C (5.35327, 0.27611, -1.24802)
C (4.58420, -1.30415, 1.68578)
C (3.89104, -2.42807, 2.14077)
C (4.56347, -3.52328, 2.66239)
C (5.94878, -3.50975, 2.74186)
C (6.65618, -2.40052, 2.30053)
C (5.97856, -1.30882, 1.77721)
C (3.41356, 1.46667, 2.39476)
C (2.15284, 1.84763, 2.85299)
C (2.00834, 2.80060, 3.85372)
C (3.13116, 3.38861, 4.41610)
C (4.39555, 3.02514, 3.97139)
C (4.53166, 2.07639, 2.96968)
H (3.65858, 2.92187, 0.01248)
H (4.64157, 3.99658, -1.97184)
H (6.09845, 2.69778, -3.49042)
H (6.56034, 0.31588, -3.01901)
H (5.55146, -0.77317, -1.06023)
H (2.80799, -2.45046, 2.08284)
H (4.00783, -4.38632, 3.00744)
H (6.47685, -4.36256, 3.14837)
H (7.73668, -2.38753, 2.36176)
H (6.54704, -0.45245, 1.43052)
H (1.27118, 1.39505, 2.42048)
H (1.01971, 3.08744, 4.19264)
H (3.02362, 4.13097, 5.19630)
H (5.27478, 3.48305, 4.40567)
H (5.52739, 1.80846, 2.63104)
Cl (2.35362, -0.80747, -2.26048)

---

Record 2
Formula: C41H42FN6O5Rb
Source: OMol25
Level of theory: ωB97M-V/def2-TZVPD

Calculated values
HOMO-LUMO gap (eV): 7.39
Maximum force (eV/Å): 3.626
E_HOMO (eV): -7.69

Atoms and positions in Å:
Rb (-1.20139, 0.39623, -0.87677)
C (-4.67895, -2.83437, -3.20011)
O (-3.31402, -2.99895, -3.86868)
C (-2.43960, -2.30953, -3.08508)
N (-2.91947, -1.68052, -2.05818)
C (-4.40086, -1.70157, -2.18597)
C (-5.15522, -1.78012, -0.88889)
C (-6.48331, -1.29100, -0.88164)
C (-7.18463, -1.39993, 0.33386)
C (-6.55272, -1.78275, 1.48756)
C (-5.17108, -2.16244, 1.49745)
C (-4.45916, -2.19145, 0.27778)
C (-1.03129, -2.48330, -3.54287)
C (-0.67089, -3.07074, -4.76485)
C (0.61051, -2.87116, -5.27213)
C (1.44695, -2.08073, -4.48806)
C (1.04910, -1.70996, -3.16991)
N (-0.16088, -1.99662, -2.68442)
C (2.02117, -1.20518, -2.27528)
N (3.13072, -0.62184, -2.58308)
C (3.85214, -0.31931, -1.28867)
C (2.91548, -0.91328, -0.20817)
O (1.72013, -1.43475, -0.98685)
C (4.13960, 1.13348, -1.06405)
C (5.40356, 1.62076, -1.22654)
C (5.68016, 2.95795, -1.01494)
C (4.65694, 3.83521, -0.58162)
C (3.35887, 3.34099, -0.57124)
C (3.11062, 2.02166, -0.85902)
H (-4.97043, -3.78737, -2.74249)
H (-5.45032, -2.59562, -3.95429)
H (-4.71643, -0.82362, -2.70740)
H (-6.90020, -0.89512, -1.78009)
H (-8.25803, -1.19499, 0.41104)
H (-7.04624, -1.84553, 2.45973)
H (-4.60699, -2.45973, 2.38207)
H (-3.49304, -2.64456, 0.16543)
H (-1.38634, -3.65000, -5.33013)
H (1.02305, -3.33951, -6.19435)
H (2.44238, -1.68804, -4.71862)
H (4.81298, -0.86405, -1.27053)
H (2.53022, -0.23577, 0.52030)
H (3.33103, -1.78158, 0.27025)
H (6.23144, 0.89498, -1.43869)
H (6.67810, 3.36943, -1.13912)
H (4.87278, 4.87310, -0.35356)
H (2.49047, 3.99385, -0.29957)
H (2.05442, 1.70181, -0.90190)
C (2.81472, 1.37527, 6.33516)
C (2.14465, 0.04154, 6.04339)
C (3.09925, -1.08209, 6.32650)
C (2.48249, -2.48915, 5.94244)
C (1.38598, -2.46927, 4.93071)
C (0.60508, -3.57131, 4.63469)
C (-0.43525, -3.48267, 3.73005)
F (-1.40170, -4.42375, 3.62434)
C (-0.63747, -2.38684, 2.95099)
C (0.16305, -1.24393, 3.16431)
C (-0.16689, -0.04474, 2.48738)
O (-1.19444, -0.02608, 1.77895)
C (0.81929, 1.05209, 2.65764)
C (1.55853, 1.05862, 3.83441)
N (1.67084, -0.02714, 4.67423)
C (1.07866, -1.24705, 4.27427)
C (1.01153, 2.18824, 1.67069)
O (0.26128, 2.24031, 0.60209)
O (1.97976, 2.94348, 1.97121)
H (3.30306, 1.38623, 7.29763)
H (2.15780, 2.21578, 6.31335)
H (3.66829, 1.62659, 5.62107)
H (1.21278, -0.12117, 6.71952)
H (3.37043, -1.22359, 7.35698)
H (4.03060, -0.91797, 5.75357)
H (2.09541, -2.90653, 6.85342)
H (3.32920, -3.16704, 5.66982)
H (0.65444, -4.53404, 5.11583)
H (-1.36228, -2.37839, 2.19133)
H (1.99020, 1.98041, 4.16778)
N (-1.65118, 3.38511, -1.02961)
C (-1.22168, 4.30179, -2.10872)
C (-1.93233, 4.14434, -3.48371)
C (-1.68911, 2.79491, -4.15558)
C (-0.16677, 2.64876, -4.60877)
N (0.45080, 1.65079, -3.79012)
H (-2.58885, 3.62475, -0.70619)
H (-1.00401, 3.55790, -0.24609)
H (-0.14427, 4.12248, -2.29021)
H (-1.37976, 5.35162, -1.77077)
H (-1.58373, 4.97176, -4.07653)
H (-3.06843, 4.28861, -3.34707)
H (-2.35347, 2.72122, -5.07392)
H (-2.01328, 2.00156, -3.43522)
H (0.22695, 3.66043, -4.38248)
H (-0.11618, 2.51649, -5.72753)
H (1.46849, 1.69116, -3.78793)
H (0.16620, 0.70606, -4.02101)